(1)
7
Properties=species:S:1:pos:R:3:forces:R:3 method="wB97M-V/def2-TZVPD" total_charge=-1 spin_multiplicity=1 homo_energy_ev="-3.69 / -3.95" e_tot_ha=-700.59589 fmax_ev_per_a=4.46 relative_energy_kcal_mol=128.2
C -0.48692 1.60718 0.48305 0.39 -0.06 -0.31
C -1.07351 -1.38012 -0.36375 0.94 -3.25 -2.60
O -0.41366 -1.96322 -1.14518 -2.45 1.23 2.19
O 1.03515 -0.47405 0.92381 1.32 -1.76 1.16
O 0.90854 0.25656 -1.43151 -0.86 0.21 0.98
S 0.31045 0.26436 -0.07258 1.04 4.34 -0.18
H -0.28004 1.68929 1.60617 -0.38 -0.72 -1.25

=====

(2)
10
Properties=species:S:1:pos:R:3:forces:R:3 method="wB97M-V/def2-TZVPD" spin_multiplicity=1 homo_energy_ev=-9.20 e_tot_ha=-549.30633 fmax_ev_per_a=3.64 relative_energy_kcal_mol=50.7
S -1.79300 3.33077 3.74274 1.88 0.54 3.07
H -2.04752 4.48632 3.08327 -0.95 -1.41 -1.33
N 1.81092 -2.04774 -3.68400 -0.55 -1.92 1.75
C 1.64932 -2.71140 -2.47446 0.35 2.38 2.06
N 0.52381 -2.74369 -1.89515 -1.01 0.11 -0.76
H 1.00032 -2.31368 -4.22502 0.62 0.86 -1.19
H 2.76314 -1.81454 -3.88495 -0.18 -0.34 -1.23
H 2.51642 -2.85512 -1.82377 0.62 -0.07 -0.69
H 0.59364 -2.78677 -0.88965 0.15 -1.02 0.07
H -2.06179 2.01594 3.54832 -0.93 0.87 -1.75

=====

(3)
76
Properties=species:S:1:pos:R:3:forces:R:3 method="wB97M-V/def2-TZVPD" spin_multiplicity=3 homo_energy_ev="-5.26 / -7.85" e_tot_ha=-3892.20670 fmax_ev_per_a=1.76 relative_energy_kcal_mol=54.4
Ti 0.08156 -0.56959 -1.20649 0.81 0.87 0.27
C 3.39856 0.41711 1.89911 -0.38 -0.22 -0.27
Sb 2.00096 -1.07019 1.13741 1.28 -0.14 1.14
C 3.49036 -2.66849 1.22731 -0.35 0.27 -0.25
C 1.19386 -1.62739 3.14111 -0.06 -0.02 -0.74
C 1.06566 -0.50279 4.09331 0.01 0.13 0.30
C 2.04216 -0.33629 5.07341 -0.05 0.05 0.05
C 1.94416 0.65211 6.03501 0.06 0.02 0.14
C 0.83346 1.47991 6.05581 0.02 0.08 0.05
C -0.13344 1.33891 5.07851 0.07 0.03 0.00
C -0.02314 0.38361 4.07071 0.13 -0.03 0.21
C -1.03174 0.36121 2.99121 0.03 0.01 -0.36
Sb -0.33484 1.53731 1.25261 -1.20 0.84 0.97
C -0.63704 3.40171 2.36501 0.35 -0.27 -0.32
C -2.36144 1.67371 0.46891 0.31 -0.30 0.02
H 3.48706 0.33691 2.97691 -0.01 -0.02 0.13
H 3.05646 1.41741 1.64141 -0.02 0.05 0.01
H 4.36676 0.24471 1.43851 0.08 -0.05 -0.11
H 4.07336 -2.56109 2.13671 0.02 0.07 0.13
H 4.15426 -2.59589 0.37101 0.08 0.01 -0.12
H 3.01206 -3.64489 1.22351 -0.09 -0.07 -0.01
H 1.88086 -2.37709 3.53411 -0.01 -0.01 -0.11
H 0.22726 -2.09719 2.94991 0.04 -0.07 -0.01
H 2.88816 -1.01129 5.08771 0.06 -0.07 0.00
H 2.71826 0.75911 6.78181 0.04 -0.01 0.05
H 0.72016 2.22981 6.82781 0.02 0.01 0.00
H -1.00374 1.98021 5.08271 -0.06 0.10 0.01
H -1.95864 0.83621 3.31791 0.03 -0.02 -0.11
H -1.24204 -0.63839 2.61901 -0.07 0.03 0.07
H -1.63014 3.44901 2.80131 -0.14 -0.15 0.00
H -0.51514 4.22951 1.67481 0.02 0.17 -0.11
H 0.10696 3.49301 3.14871 0.12 0.00 0.12
H -3.07364 1.24801 1.17171 -0.04 -0.03 0.18
H -2.37094 1.16021 -0.49029 -0.12 0.14 -0.09
H -2.60664 2.71681 0.29691 -0.01 0.10 -0.08
C -3.02244 -4.13899 -1.61809 -0.25 0.03 -0.15
C -1.74764 -3.68059 -0.94959 0.33 0.57 -0.17
O -1.19324 -4.64899 -0.07309 0.08 -0.29 0.05
P -2.06874 -2.23469 0.11871 -1.36 -0.51 0.92
O -2.58964 -2.84709 1.48821 -0.13 0.31 -0.33
O -3.33144 -1.46979 -0.41889 0.00 -0.31 -0.02
O -0.93324 -1.30479 0.36431 -0.41 -0.50 0.46
P -0.54244 -3.04929 -2.20739 0.20 -1.55 -0.07
O 0.80586 -2.88729 -1.24629 -1.13 0.01 -0.44
O -0.24674 -3.99719 -3.28689 -0.12 -0.22 0.02
O -1.05604 -1.65149 -2.45859 -0.03 -0.14 -0.03
H -3.78914 -4.35609 -0.87289 -0.03 -0.03 -0.06
H -2.83194 -5.02809 -2.22059 0.06 0.02 0.04
H -3.37254 -3.34609 -2.27769 -0.17 -0.07 -0.05
H -0.79634 -5.34559 -0.61529 -0.06 0.03 0.13
H -2.16694 -3.67969 1.70751 0.24 -0.45 0.11
H -3.21634 -0.50859 -0.40969 -0.01 0.20 -0.09
H 1.44406 -3.54589 -1.53889 0.35 0.10 -0.05
S 4.24386 0.30121 -2.49879 -0.64 -0.22 0.23
C 3.40796 -0.75749 -3.59039 -0.25 0.24 0.24
C 2.10416 -0.89309 -3.24099 0.83 -0.53 -1.17
N 1.72576 -0.22349 -2.12909 1.38 0.14 0.28
C 2.76516 0.42261 -1.54759 0.71 0.75 -0.54
H 3.92566 -1.18029 -4.42539 0.01 -0.22 -0.23
H 1.36506 -1.47519 -3.78389 0.19 0.06 0.01
H 2.59576 1.33991 -0.99409 0.01 -0.19 0.20
C -2.75884 2.90081 -4.08229 0.12 0.01 0.03
C -1.24314 2.96941 -3.84779 -0.01 -0.06 -0.14
C -0.49674 2.68651 -5.15949 -0.04 0.03 0.09
C -0.84104 4.34321 -3.29499 -0.02 -0.14 -0.01
C -0.86644 1.95281 -2.86059 -0.13 0.54 -0.07
C -0.54634 1.17451 -1.98639 -0.57 0.62 -0.17
H -3.06894 3.63211 -4.82789 -0.01 0.08 -0.07
H -3.29224 3.10031 -3.15409 -0.06 0.01 0.04
H -3.03704 1.90731 -4.43179 -0.04 -0.03 -0.02
H -0.74494 3.43421 -5.91259 -0.04 0.07 -0.05
H -0.76604 1.70281 -5.54119 0.00 -0.04 -0.04
H 0.57856 2.70441 -4.99019 0.07 -0.01 -0.02
H -1.09154 5.13431 -3.99989 -0.05 0.07 -0.09
H 0.23086 4.36581 -3.10749 0.07 0.05 0.01
H -1.35444 4.53171 -2.35339 -0.03 0.06 0.05

=====

(4)
120
Properties=species:S:1:pos:R:3:forces:R:3 method="wB97M-V/def2-TZVPD" total_charge=+2 spin_multiplicity=1 homo_energy_ev=-11.95 e_tot_ha=-2317.67793 fmax_ev_per_a=13.65 relative_energy_kcal_mol=146.9
C -0.76013 0.05855 -1.88213 -1.71 0.30 4.11
C -0.63541 0.31735 -0.29717 3.28 0.73 -0.44
C 0.81342 0.86319 0.01284 -1.69 -3.46 2.87
O 1.69965 -0.21169 -0.24512 1.16 -1.04 1.64
C 2.93932 -0.01276 0.52349 -1.44 0.78 0.75
N -1.64299 1.21231 0.33108 -2.08 -10.27 3.15
H -1.67441 2.07683 0.08611 0.41 7.30 -2.02
H -2.61705 0.80176 -0.06826 1.78 1.14 1.58
H -1.61283 1.11994 1.46370 0.07 0.08 -3.67
H -0.08469 -0.61735 -2.25182 1.51 -2.13 -0.29
H -0.57949 0.87797 -2.44053 1.04 3.50 -1.30
H -1.75060 -0.13396 -2.18677 -1.42 -1.04 0.00
H -0.52538 -0.58370 0.30458 -1.10 -0.40 -0.34
H 1.00802 1.34327 0.99719 -0.67 -0.70 -0.01
H 1.15950 1.47723 -0.63547 1.21 5.17 -4.40
H 3.33998 1.01759 0.26579 -0.46 -1.21 0.94
H 3.62646 -0.74119 0.24873 1.22 -1.23 -1.35
H 2.81525 -0.33047 1.62116 -0.33 1.41 -1.25
C -1.74742 -2.49217 -4.54096 2.21 -2.85 3.96
C -1.02522 -3.88212 -4.73670 -4.76 0.96 7.76
C -0.24534 -4.32110 -3.51119 -1.52 -0.62 3.98
O 0.42933 -3.20456 -3.04381 -0.28 0.74 -2.43
C 0.87286 -3.25455 -1.75788 5.44 3.92 -1.11
N -1.98752 -4.85423 -5.12142 -2.19 1.33 4.78
H -2.10420 -4.91983 -6.01856 -1.61 1.06 -7.29
H -1.94045 -5.79892 -5.02361 1.94 -4.07 1.88
H -2.88185 -4.69159 -4.61036 0.42 0.44 -0.79
H -0.93748 -1.83023 -4.26209 -0.28 0.25 0.58
H -2.60736 -2.51411 -3.85880 0.47 0.01 0.14
H -2.02618 -2.20118 -5.42628 -1.94 1.68 -5.04
H -0.31541 -3.69468 -5.29053 6.47 1.19 -7.19
H 0.53859 -5.12518 -3.64918 -1.36 0.19 -0.17
H -1.08374 -4.59275 -2.58963 2.08 -0.01 -2.35
H 1.10595 -2.20033 -1.35934 -0.03 -1.70 -0.77
H 1.65262 -3.96805 -1.52934 1.38 0.11 -0.76
H 0.23480 -3.65907 -1.19995 -6.34 -2.72 4.82
C -4.53656 -2.97247 0.87406 -3.04 3.68 1.24
C -3.93794 -2.05533 1.91888 -1.06 -1.09 0.66
O -3.05811 -1.29906 1.59759 1.74 1.52 -0.60
N -4.38860 -2.09272 3.21409 -2.73 -3.56 -1.48
C -3.90060 -1.21467 4.19483 1.18 4.57 -0.23
H -4.98644 -2.36216 0.03425 -0.22 -0.06 1.36
H -5.25712 -3.58302 1.33731 -1.00 -1.05 0.07
H -3.90590 -3.45528 0.28391 3.53 -2.63 -1.60
H -5.29690 -2.72880 3.42607 3.19 2.15 -0.56
H -4.40961 -0.11898 3.99483 1.69 -2.20 0.41
H -2.74050 -1.08956 4.40585 -2.46 -0.54 -1.23
H -4.26892 -1.44066 5.12901 -1.06 -0.93 1.98
C 0.15494 4.56033 1.28769 5.93 -5.79 -7.45
C -0.51315 4.18534 0.03242 0.78 0.32 -6.15
O 0.18518 4.13675 -1.03959 -2.86 -0.28 3.36
N -1.91796 3.82894 -0.02883 4.47 -0.02 -2.62
C -2.65481 3.84089 -1.27450 0.17 -11.21 5.52
H 1.01146 5.18953 1.01889 0.10 -0.73 -0.03
H 0.45382 3.55289 1.57487 0.66 0.33 1.11
H -0.33519 5.05232 1.85410 -6.67 5.61 7.81
H -2.27560 4.10681 0.76978 -3.05 1.71 4.48
H -3.72752 3.80616 -1.17842 -0.63 -1.33 1.11
H -2.28998 2.96436 -1.81172 -0.28 0.65 -0.82
H -2.70331 4.63667 -1.64620 1.33 11.90 -6.55
C 5.42326 3.67440 1.56297 -3.41 1.87 -3.11
C 4.16627 3.05903 2.11537 3.30 1.49 2.12
O 3.11438 3.26243 1.64364 -4.55 -0.01 -2.14
N 4.32615 2.44165 3.31743 -2.26 -0.33 -0.85
C 3.28976 1.71215 3.94267 -4.60 -2.13 0.57
H 5.98396 2.88801 1.36382 4.11 -3.08 0.07
H 5.69878 4.56304 2.01531 1.32 1.03 1.83
H 5.33619 4.08718 0.49415 -0.93 -0.71 1.23
H 5.16548 2.35112 3.74796 3.17 0.03 0.90
H 3.62161 0.72206 4.45644 -0.20 1.62 -1.31
H 2.40290 1.39948 3.06364 2.96 1.13 2.96
H 2.68272 2.22338 4.86033 1.42 -0.56 -2.35
C 3.14801 3.19360 -1.85627 -4.52 -0.26 -0.25
C 4.04526 3.52527 -2.95068 0.91 1.32 1.46
O 4.98248 4.25405 -2.69233 1.13 0.33 0.07
N 3.86169 3.07441 -4.17347 3.67 1.60 -0.71
C 4.98690 3.16606 -5.09879 -2.99 -0.21 -1.93
H 3.61309 2.77108 -0.98399 0.21 -0.29 0.07
H 2.19050 2.65190 -2.21646 1.68 -0.15 0.57
H 2.57970 4.08274 -1.52868 0.91 0.09 0.09
H 3.09703 2.62516 -4.45513 -3.53 -2.14 -1.00
H 5.76850 2.65557 -4.73113 3.50 -0.48 2.29
H 5.19589 4.11913 -5.59413 -0.09 -0.25 0.46
H 4.81116 2.35908 -5.80662 -0.81 0.49 -1.14
C 4.22926 -5.40095 3.75780 4.78 4.56 -1.76
C 3.92317 -4.45516 2.58253 -3.89 1.33 0.30
O 2.87675 -3.72293 2.73700 3.63 -1.50 -1.07
N 4.59700 -4.57174 1.35926 -0.02 -0.47 1.89
C 4.33934 -3.59676 0.30283 0.38 2.31 -0.07
H 3.46680 -5.94563 3.92989 -6.00 -3.29 1.32
H 4.52863 -4.89021 4.69809 0.03 -0.19 -0.94
H 4.90692 -6.11381 3.41099 1.98 -1.02 -0.07
H 5.22694 -5.40652 1.32019 -0.63 1.68 -0.45
H 3.25441 -3.29830 0.33995 1.14 -0.31 0.06
H 4.59570 -3.89688 -0.70619 -0.13 -0.92 0.03
H 4.98507 -2.58455 0.33261 -1.30 -2.14 0.73
C -0.12490 -1.84308 3.02443 0.72 -4.26 -0.57
C -0.15205 -0.44292 3.39133 3.46 2.57 -1.74
O 0.94839 0.11051 3.61559 -2.19 -0.69 0.86
N -1.26311 0.27232 3.14306 -1.62 -2.92 -1.17
C -1.45593 1.64593 3.43886 -4.09 -3.48 3.38
H -0.93440 -2.47592 3.37863 -0.32 0.23 0.99
H 0.84713 -2.27430 3.41525 -1.16 0.42 -0.57
H -0.23873 -2.25202 1.95853 0.63 1.73 0.79
H -1.91681 -0.32446 2.53483 0.22 1.33 1.59
H -1.32886 1.86790 4.46604 0.47 0.09 1.15
H -2.48567 1.87404 3.25899 -0.76 0.30 -0.37
H -0.87425 2.18222 2.91716 4.45 4.51 -3.78
C -5.58749 0.10157 -2.32695 2.48 2.10 0.38
C -5.15309 1.13404 -1.12886 -0.62 -2.44 -1.65
O -4.02063 0.95176 -0.62999 -2.52 0.98 -0.52
N -6.09657 2.04364 -0.76909 11.32 -1.93 4.76
C -5.81099 2.87130 0.40543 -0.84 -4.59 2.03
H -6.53552 -0.36744 -2.20751 -0.81 -0.10 0.20
H -4.77290 -0.65876 -2.32001 -0.69 0.53 -0.09
H -5.52880 0.68214 -3.29717 -0.23 -0.75 1.01
H -6.85905 2.02958 -1.20305 -8.02 0.18 -4.17
H -4.80297 3.00613 0.69451 1.31 -0.36 -0.60
H -6.27106 2.39446 1.34083 0.04 1.15 -1.36
H -6.15467 3.71438 0.05123 -2.19 5.09 -0.23